Entry 1:
ORCA calculation (ωB97M-V/def2-TZVPD) on a cluster of 10 separate species, C44H84NO17PS in total in a non-equilibrium geometry.

Its net charge is 0. Its SMILES is CC(=O)N(C)[C@@]1(CC(=O)O)OC(=O)O[C@@H]1P(O)(O)=S.C1CCOC1.C1CCOC1.C1CCOC1.C1CCOC1.C1CCOC1.C1CCOC1.C1CCOC1.C1CCOC1.C1CCOC1. The value obtained for the calculated total energy is -3800.23997 a.u. The spin multiplicity is 1.

Structure (XYZ):
```
148
C44H84NO17PS | OMol25 | ωB97M-V/def2-TZVPD
C 3.88 0.43 -2.97
C 3.87 1.69 -3.82
O 4.87 2.23 -4.01
N 2.62 2.12 -4.40
C 2.85 2.76 -5.70
C 1.77 2.91 -3.50
C 2.24 3.18 -2.07
C 3.12 4.40 -2.03
O 3.96 4.65 -2.81
O 2.86 5.24 -1.02
O 1.43 4.23 -4.00
C 0.15 4.50 -3.60
O -0.35 5.51 -3.62
O -0.46 3.35 -3.14
C 0.37 2.33 -3.69
P 0.03 0.58 -3.26
O 0.90 -0.34 -4.26
O -1.52 0.30 -3.66
S 0.39 0.09 -1.44
H 3.22 0.49 -2.11
H 3.49 -0.36 -3.61
H 4.90 0.25 -2.63
H 1.94 3.07 -6.19
H 3.34 2.02 -6.34
H 3.55 3.59 -5.62
H 2.67 2.32 -1.56
H 1.35 3.44 -1.50
H 3.35 6.05 -1.20
H 0.15 2.40 -4.76
H 0.47 -1.21 -4.30
H -1.78 0.97 -4.31
C -2.80 -4.09 -0.34
C -1.52 -3.95 0.48
C -0.50 -3.65 -0.60
O -1.19 -2.95 -1.64
C -2.60 -3.04 -1.41
H -3.71 -3.94 0.24
H -2.84 -5.09 -0.79
H -1.61 -3.10 1.16
H -1.27 -4.84 1.06
H -0.08 -4.57 -1.03
H 0.33 -3.03 -0.24
H -2.95 -2.06 -1.08
H -3.10 -3.29 -2.35
C 4.74 9.38 2.06
C 5.76 8.30 1.77
C 4.96 7.33 0.92
O 4.00 8.11 0.20
C 3.96 9.43 0.75
H 5.17 10.34 2.33
H 4.08 9.06 2.87
H 6.59 8.71 1.19
H 6.17 7.84 2.67
H 4.42 6.61 1.54
H 5.59 6.78 0.21
H 4.44 10.11 0.03
H 2.93 9.74 0.88
C -6.52 -7.45 0.05
C -6.89 -7.23 1.51
C -5.90 -6.16 1.93
O -5.62 -5.37 0.76
C -6.15 -6.04 -0.39
H -7.32 -7.89 -0.54
H -5.65 -8.10 -0.01
H -7.91 -6.84 1.58
H -6.83 -8.13 2.12
H -4.95 -6.60 2.27
H -6.28 -5.51 2.72
H -7.04 -5.49 -0.73
H -5.41 -6.03 -1.19
C 8.10 2.44 -7.68
C 7.62 3.84 -7.29
C 6.20 3.84 -7.82
O 5.73 2.49 -7.75
C 6.84 1.62 -7.48
H 8.94 2.08 -7.09
H 8.39 2.44 -8.73
H 7.61 3.93 -6.20
H 8.23 4.64 -7.70
H 6.17 4.16 -8.87
H 5.54 4.48 -7.24
H 6.75 1.27 -6.45
H 6.79 0.76 -8.15
C -10.09 -11.10 -0.91
C -10.46 -10.88 0.55
C -9.47 -9.80 0.97
O -9.20 -9.02 -0.20
C -9.73 -9.69 -1.35
H -10.89 -11.54 -1.50
H -9.21 -11.75 -0.97
H -11.48 -10.49 0.62
H -10.40 -11.78 1.17
H -8.53 -10.24 1.31
H -9.86 -9.16 1.76
H -10.61 -9.14 -1.69
H -8.98 -9.68 -2.15
C -13.37 -10.28 4.76
C -13.79 -11.42 3.85
C -13.63 -10.80 2.48
O -12.56 -9.85 2.58
C -12.25 -9.64 3.96
H -13.05 -10.60 5.76
H -14.20 -9.57 4.88
H -13.11 -12.26 3.97
H -14.81 -11.78 4.04
H -14.54 -10.26 2.17
H -13.39 -11.54 1.71
H -11.29 -10.13 4.17
H -12.15 -8.57 4.15
C 6.63 0.85 1.25
C 7.58 -0.31 1.02
C 6.70 -1.30 0.27
O 5.76 -0.52 -0.48
C 5.82 0.84 -0.04
H 7.13 1.80 1.43
H 5.98 0.64 2.10
H 8.41 0.01 0.39
H 8.00 -0.73 1.94
H 6.14 -1.93 0.96
H 7.27 -1.94 -0.41
H 6.31 1.43 -0.82
H 4.81 1.23 0.10
C 6.18 9.66 7.14
C 7.21 8.58 6.85
C 6.41 7.61 6.00
O 5.45 8.39 5.28
C 5.41 9.71 5.83
H 6.61 10.63 7.41
H 5.52 9.34 7.95
H 8.04 9.00 6.27
H 7.62 8.12 7.75
H 5.87 6.89 6.62
H 7.04 7.06 5.29
H 5.88 10.39 5.11
H 4.37 10.02 5.96
C 1.51 6.04 4.15
C 1.68 5.63 2.70
C 2.61 4.42 2.82
O 2.31 3.81 4.08
C 1.49 4.69 4.86
H 0.61 6.63 4.34
H 2.38 6.62 4.48
H 0.72 5.32 2.28
H 2.09 6.41 2.07
H 3.66 4.73 2.83
H 2.46 3.70 2.02
H 0.48 4.27 4.88
H 1.87 4.73 5.88
```

---

Entry 2:
ORCA calculation (ωB97M-V/def2-TZVPD) on a cluster of 8 separate species, C44H87F12N5O9 in total in a non-equilibrium geometry.

Its net charge is 0. The value obtained for the calculated total energy is -3877.81646 a.u. The spin multiplicity is 1.

Structure (XYZ):
```
157
C44H87F12N5O9 | OMol25 | ωB97M-V/def2-TZVPD
C -4.78 3.26 -2.68
C -4.35 2.28 -3.73
C -5.48 1.88 -4.67
O -6.64 1.61 -3.97
C -7.78 1.38 -4.70
N -3.21 2.82 -4.39
H -3.47 3.74 -4.90
H -2.05 3.40 -3.14
H -2.59 2.21 -4.84
H -4.01 3.71 -2.13
H -5.28 2.72 -1.87
H -5.40 4.01 -3.17
H -4.09 1.36 -3.27
H -5.10 1.02 -5.23
H -5.66 2.61 -5.49
H -8.09 2.39 -5.13
H -8.55 0.95 -4.03
H -7.58 0.70 -5.51
C 4.29 -0.47 2.58
C 3.49 -1.30 1.61
N 3.16 -0.64 0.35
C 4.06 -0.12 -0.55
C 3.38 0.07 -1.69
N 2.09 -0.19 -1.42
C 1.96 -0.72 -0.20
C 0.94 -0.12 -2.41
H 5.21 -0.06 2.07
H 4.51 -1.09 3.42
H 3.74 0.36 2.89
H 2.54 -1.52 2.10
H 3.93 -2.24 1.34
H 5.04 0.08 -0.36
H 3.69 0.47 -2.66
H 0.99 -1.08 0.16
H -0.02 -0.39 -1.89
H 1.22 -0.60 -3.34
H 0.74 0.97 -2.54
C 2.01 2.37 0.91
C 0.54 2.59 0.68
C -0.16 2.73 2.01
N -1.05 3.97 2.23
C -2.15 4.20 1.21
C -3.40 3.34 1.53
C -3.99 3.69 2.91
C -3.00 3.18 3.94
C -1.62 3.78 3.72
C -0.20 5.18 2.36
H 2.40 1.86 0.00
H 2.06 1.60 1.70
H 2.52 3.33 1.05
H 0.17 1.71 0.08
H 0.45 3.52 0.05
H 0.64 2.94 2.75
H -0.69 1.83 2.34
H -1.71 3.99 0.21
H -2.52 5.27 1.27
H -3.15 2.25 1.50
H -4.10 3.54 0.68
H -5.00 3.18 2.95
H -4.05 4.77 2.93
H -2.97 2.11 3.91
H -3.29 3.50 4.98
H -0.80 3.16 4.25
H -1.62 4.73 4.15
H 0.23 5.32 1.37
H 0.62 4.92 3.08
H -0.79 6.09 2.63
C 1.03 -8.10 -2.14
C 0.55 -6.70 -2.33
C 1.06 -5.93 -1.11
N 0.36 -4.64 -0.65
C -1.06 -4.78 -0.20
C -1.08 -5.77 1.03
C -0.35 -5.20 2.24
C 1.08 -4.91 1.76
C 1.18 -4.04 0.46
C 0.51 -3.65 -1.81
H 0.80 -8.85 -2.88
H 0.49 -8.57 -1.29
H 2.08 -8.15 -1.80
H -0.52 -6.70 -2.29
H 0.85 -6.17 -3.25
H 2.12 -5.60 -1.20
H 1.11 -6.60 -0.23
H -1.54 -5.19 -1.07
H -1.46 -3.76 0.02
H -0.72 -6.77 0.84
H -2.12 -5.94 1.16
H -0.37 -6.04 2.93
H -0.77 -4.28 2.54
H 1.60 -5.81 1.57
H 1.59 -4.37 2.54
H 2.18 -3.86 0.12
H 0.68 -3.15 0.73
H 1.57 -3.55 -1.97
H 0.02 -2.66 -1.58
H -0.05 -4.09 -2.70
C 4.39 -3.94 -1.80
O 3.55 -3.84 -2.93
O 3.81 -3.72 -0.70
C 5.34 -5.25 -1.71
F 4.76 -6.30 -1.19
F 5.83 -5.55 -3.01
F 6.42 -4.92 -1.02
C 4.00 -2.89 -3.95
C 5.28 -3.19 -4.70
H 5.56 -2.44 -5.49
H 6.16 -3.32 -4.08
H 5.19 -4.15 -5.29
H 4.00 -1.90 -3.45
H 3.23 -2.91 -4.73
H 5.22 -3.21 -2.12
C -1.65 -0.37 0.42
O -1.58 -0.14 1.86
O -0.87 -1.33 -0.05
C -3.09 -0.58 -0.07
F -3.18 -0.87 -1.37
F -3.81 -1.67 0.47
F -3.94 0.44 0.14
C -1.51 -1.34 2.61
C -2.41 -1.29 3.95
H -2.33 -2.32 4.29
H -1.89 -0.61 4.63
H -3.39 -0.96 3.91
H -0.47 -1.48 2.97
H -1.77 -2.26 2.05
H -1.44 0.61 0.10
C 1.27 2.88 5.45
O 0.18 1.81 5.18
O 1.53 3.65 4.39
C 0.63 3.53 6.71
F 0.98 2.82 7.80
F 1.10 4.76 6.94
F -0.68 3.68 6.71
C 0.72 0.65 4.59
C 1.01 -0.46 5.67
H 0.13 -1.06 5.98
H 1.68 -1.21 5.22
H 1.45 -0.07 6.57
H 1.60 0.88 4.04
H -0.05 0.29 3.88
H 2.09 2.34 5.89
C -0.37 4.23 -3.75
O 0.96 4.31 -3.35
O -1.11 3.48 -2.89
C -0.97 5.66 -3.90
F -1.96 5.60 -4.80
F -1.50 6.14 -2.73
F -0.07 6.52 -4.29
C 1.36 5.02 -2.22
C 2.69 4.46 -1.90
H 3.36 4.74 -2.74
H 3.15 4.65 -0.93
H 2.71 3.37 -2.09
H 0.56 4.91 -1.39
H 1.40 6.08 -2.44
H -0.29 3.76 -4.77
```

---

Entry 3:
ORCA calculation (ωB97M-V/def2-TZVPD) on a cluster of 11 separate species, C44H88O22S9 in total in a non-equilibrium geometry.

Its net charge is 0. Its SMILES is O=S1(=O)CCCC1.O=S1(=O)CCCC1.O=S1(=O)CCCC1.O=S1(=O)CCCC1.O=S1(=O)CCCC1.O=S1(=O)CCCC1.O=S1(=O)CCCC1.O=S1(=O)CCCC1.O=S1(=O)CCCC1.CCOC(C)=O.CCOC(C)=O. The spin multiplicity is 1. As for the energy above the lowest of the compared OMol25 structures with the same formula, charge and spin: 34.7 kJ/mol.

Structure (XYZ):
```
163
C44H88O22S9 | OMol25 | ωB97M-V/def2-TZVPD
O -1.57 -6.40 0.78
S -2.64 -5.82 0.03
O -3.98 -5.87 0.62
C -2.31 -4.14 -0.60
C -1.27 -4.46 -1.70
C -1.50 -5.83 -2.32
C -2.58 -6.57 -1.61
H -1.95 -3.42 0.16
H -3.30 -3.83 -1.01
H -1.27 -3.78 -2.58
H -0.20 -4.40 -1.35
H -0.52 -6.35 -2.26
H -1.80 -5.67 -3.32
H -2.36 -7.61 -1.39
H -3.51 -6.49 -2.12
O -0.86 -3.33 2.08
S 0.22 -3.73 2.97
O 1.56 -3.56 2.51
C -0.09 -3.13 4.66
C -0.60 -4.35 5.30
C 0.23 -5.57 4.85
C 0.08 -5.45 3.32
H -0.75 -2.29 4.52
H 0.87 -2.85 5.02
H -0.56 -4.23 6.35
H -1.58 -4.62 4.99
H -0.15 -6.48 5.31
H 1.30 -5.42 5.14
H -0.89 -5.77 2.86
H 0.88 -5.92 2.77
O 2.53 1.35 4.08
S 1.20 1.49 3.49
O 0.41 0.28 3.48
C 0.27 2.86 4.28
C 0.19 3.95 3.19
C 1.29 3.70 2.20
C 1.23 2.21 1.86
H 0.88 3.11 5.17
H -0.73 2.50 4.59
H -0.78 3.84 2.73
H 0.29 4.99 3.50
H 2.18 4.18 2.71
H 1.09 4.29 1.25
H 2.05 1.74 1.30
H 0.25 2.03 1.32
O -1.57 3.98 -0.07
S -2.80 3.28 -0.11
O -3.82 3.65 0.85
C -3.55 3.48 -1.77
C -3.24 2.14 -2.41
C -3.42 1.10 -1.30
C -2.52 1.54 -0.16
H -3.03 4.33 -2.23
H -4.61 3.74 -1.62
H -3.85 1.92 -3.27
H -2.19 2.18 -2.71
H -3.24 0.08 -1.72
H -4.42 1.18 -0.93
H -1.47 1.41 -0.30
H -2.74 1.22 0.88
O 4.35 1.47 1.29
S 5.05 0.24 1.54
O 6.48 0.38 1.80
C 4.31 -0.71 2.90
C 4.59 -2.15 2.51
C 4.30 -2.25 0.99
C 4.91 -1.05 0.29
H 3.28 -0.45 2.98
H 4.92 -0.41 3.70
H 5.68 -2.32 2.72
H 3.94 -2.90 2.98
H 3.21 -2.32 0.87
H 4.80 -3.08 0.57
H 4.29 -0.68 -0.56
H 6.00 -1.20 0.05
O 2.40 2.77 -5.34
S 3.74 2.62 -5.85
O 3.98 1.42 -6.60
C 4.28 4.03 -6.84
C 5.31 4.74 -5.85
C 6.10 3.59 -5.17
C 5.00 2.75 -4.58
H 3.43 4.61 -7.22
H 4.91 3.72 -7.66
H 6.05 5.34 -6.42
H 4.72 5.33 -5.13
H 6.96 3.81 -4.50
H 6.60 2.98 -5.96
H 4.56 3.15 -3.63
H 5.23 1.69 -4.41
O -3.72 -2.51 5.23
S -4.18 -1.11 5.29
O -5.58 -0.84 5.50
C -3.26 -0.17 6.47
C -2.21 0.55 5.60
C -3.03 1.05 4.40
C -3.65 -0.17 3.78
H -2.80 -0.89 7.12
H -3.89 0.41 7.15
H -1.72 1.42 6.07
H -1.43 -0.10 5.22
H -2.45 1.64 3.69
H -3.75 1.75 4.82
H -3.02 -0.81 3.16
H -4.54 -0.03 3.20
O -5.54 -0.36 0.87
S -5.59 -1.72 0.37
O -5.20 -2.01 -1.00
C -4.87 -2.93 1.51
C -5.97 -3.36 2.49
C -7.27 -2.62 2.15
C -7.22 -2.37 0.65
H -3.89 -2.63 1.97
H -4.67 -3.82 0.93
H -6.13 -4.36 2.17
H -5.68 -3.29 3.52
H -7.26 -1.70 2.70
H -8.22 -3.04 2.49
H -7.95 -1.64 0.36
H -7.34 -3.33 0.17
O -1.44 -1.04 -3.23
S -1.62 -1.29 -4.67
O -2.75 -2.05 -5.23
C -1.36 0.28 -5.37
C 0.19 0.45 -5.41
C 0.63 -0.89 -6.08
C -0.19 -2.03 -5.38
H -1.83 1.06 -4.82
H -1.78 0.37 -6.38
H 0.54 1.28 -6.03
H 0.64 0.48 -4.38
H 1.72 -1.08 -6.10
H 0.31 -0.94 -7.11
H 0.38 -2.49 -4.57
H -0.51 -2.81 -6.09
C 0.04 -0.89 0.04
C 0.93 -0.26 -0.99
O 0.49 1.02 -1.30
C 1.36 1.74 -1.98
C 0.86 3.10 -2.40
O 2.46 1.32 -2.24
H -1.03 -1.07 -0.32
H -0.04 -0.23 0.89
H 0.31 -1.89 0.47
H 1.90 -0.14 -0.55
H 1.06 -0.84 -1.89
H 1.44 3.91 -1.95
H -0.16 3.22 -2.13
H 1.08 3.18 -3.44
C 6.05 4.18 0.52
C 5.11 4.30 -0.66
O 4.05 5.30 -0.44
C 3.37 5.52 -1.57
C 2.47 6.68 -1.53
O 3.40 4.82 -2.58
H 5.57 3.76 1.41
H 6.52 5.14 0.73
H 6.74 3.53 0.02
H 5.60 4.70 -1.55
H 4.81 3.33 -0.93
H 2.22 6.92 -2.57
H 2.87 7.43 -0.93
H 1.52 6.38 -1.08
```

---

Q: What is the net charge in the second record?
A: 0